1.
{
  "formula": "C32H65N5O4Si",
  "method": "ωB97M-V/def2-TZVPD",
  "multiplicity": 1,
  "fmax_ev_per_a": 4.828,
  "homo_ev": -7.8,
  "smiles": "CCCCCCCCCCC[Si@@H](CN)Cc1ccc(C)cc1.CNC(C)=O.CNC(C)=O.CNC(C)=O.CNC(C)=O",
  "lumo_ev": 0.484,
  "elements": ["C", "C", "C", "C", "C", "C", "C", "C", "C", "C", "C", "Si", "C", "N", "C", "C", "C", "C", "C", "C", "C", "C", "H", "H", "H", "H", "H", "H", "H", "H", "H", "H", "H", "H", "H", "H", "H", "H", "H", "H", "H", "H", "H", "H", "H", "H", "H", "H", "H", "H", "H", "H", "H", "H", "H", "H", "H", "H", "H", "C", "C", "O", "N", "C", "H", "H", "H", "H", "H", "H", "H", "C", "C", "O", "N", "C", "H", "H", "H", "H", "H", "H", "H", "C", "C", "O", "N", "C", "H", "H", "H", "H", "H", "H", "H", "C", "C", "O", "N", "C", "H", "H", "H", "H", "H", "H", "H"],
  "xyz": [[0.13149, 3.47570, -9.07565], [-0.97862, 2.39849, -8.61197], [-0.56393, 1.87852, -7.12065], [-1.61220, 2.34399, -5.99951], [-1.23202, 1.86338, -4.50786], [-2.33547, 2.43331, -3.48271], [-1.98410, 1.98422, -1.94758], [-0.93941, 3.06741, -1.39426], [-0.46563, 2.78861, 0.14106], [0.46640, 4.03590, 0.54977], [1.11461, 3.93601, 2.01961], [2.31419, 2.45348, 2.20407], [4.16635, 2.87176, 1.94030], [4.71980, 1.82002, 0.99713], [1.93602, 1.62976, 3.91790], [1.75011, 0.04698, 3.60223], [0.45964, -0.30866, 2.76814], [0.19424, -1.77689, 2.36259], [1.20637, -2.86950, 2.82701], [0.88964, -4.38288, 2.37549], [2.47656, -2.50210, 3.67087], [2.78849, -1.00394, 4.06196], [0.51453, 4.04533, -8.15148], [-0.34340, 4.17608, -9.84252], [1.03687, 2.91424, -9.51071], [-0.97367, 1.47658, -9.29198], [-2.00668, 2.89604, -8.63811], [-0.48245, 0.73110, -7.08919], [0.49781, 2.28265, -6.91680], [-1.74077, 3.48075, -6.01260], [-2.64392, 1.86675, -6.22725], [-1.20566, 0.72756, -4.37935], [-0.18554, 2.24273, -4.18731], [-3.41435, 2.17999, -3.76075], [-2.20441, 3.58531, -3.47913], [-2.96486, 2.01447, -1.33821], [-1.57568, 0.91262, -1.99029], [0.01078, 2.96480, -2.04776], [-1.33900, 4.13977, -1.40479], [-1.36723, 2.63690, 0.85055], [0.08058, 1.78199, 0.11264], [1.27975, 4.17184, -0.24198], [-0.23155, 4.96153, 0.55056], [1.62632, 4.95088, 2.24299], [0.22743, 3.88126, 2.77270], [1.94190, 1.47439, 1.15428], [4.80874, 2.80188, 2.89983], [4.35317, 3.89388, 1.46578], [4.56218, 0.88817, 1.41312], [5.71786, 1.98590, 0.80002], [0.94047, 2.07524, 4.27276], [2.80053, 1.83251, 4.63723], [-0.26683, 0.52279, 2.44282], [-0.73788, -2.05272, 1.74605], [-0.25999, -4.48675, 2.40933], [1.20068, -4.56013, 1.27514], [1.36334, -5.17226, 3.04816], [3.20813, -3.29894, 4.02403], [3.72953, -0.72277, 4.65245], [-1.54454, -7.02059, 4.54811], [-2.35886, -6.22205, 3.56774], [-1.86384, -5.72439, 2.56169], [-3.68346, -6.05785, 3.82154], [-4.45055, -6.55917, 4.94066], [-0.50893, -7.06244, 4.20857], [-1.56656, -6.54445, 5.53077], [-1.92831, -8.04102, 4.61222], [-4.16186, -5.51160, 3.11839], [-5.25046, -7.19245, 4.55097], [-4.89247, -5.70722, 5.46215], [-3.84031, -7.13257, 5.63553], [-2.13892, 5.97512, 5.89703], [-2.01342, 5.30096, 4.55817], [-1.03057, 5.45064, 3.84322], [-3.03592, 4.50246, 4.14552], [-4.27100, 4.19834, 4.83544], [-1.24789, 6.57526, 6.08441], [-3.00828, 6.63622, 5.90509], [-2.22396, 5.22697, 6.68819], [-2.87819, 4.08612, 3.23821], [-4.32528, 3.11713, 4.98035], [-5.10354, 4.51530, 4.20341], [-4.33824, 4.69694, 5.80022], [-2.82073, -5.02945, -0.18185], [-3.75098, -6.11097, -0.65740], [-4.35447, -6.84012, 0.12100], [-3.91563, -6.27016, -2.00023], [-3.30092, -5.52019, -3.07373], [-2.79507, -5.02800, 0.90903], [-1.80920, -5.21489, -0.55008], [-3.17606, -4.05306, -0.52113], [-4.55465, -7.01521, -2.24024], [-4.09372, -5.06393, -3.67090], [-2.73890, -6.21651, -3.70030], [-2.63301, -4.74444, -2.70503], [8.21921, -0.53481, -2.66821], [7.41404, 0.27955, -3.64409], [7.91504, 0.78116, -4.64221], [6.08793, 0.45229, -3.39105], [5.31333, -0.05349, -2.27728], [9.25526, -0.58211, -3.00535], [8.19839, -0.06742, -1.68124], [7.82685, -1.55264, -2.61416], [5.61614, 1.00913, -4.08971], [4.50911, -0.67593, -2.67613], [4.87803, 0.79829, -1.74997], [5.91607, -0.63868, -1.58557]],
  "mulliken_charge": [-1.004, -0.396, -0.658, -0.542, -0.481, -0.564, -0.447, -0.704, 0.019, -0.900, 0.129, -0.281, -0.413, -0.498, -0.456, 0.383, -0.195, -0.641, 0.627, -0.593, -0.545, -0.636, 0.284, 0.301, 0.258, 0.271, 0.341, 0.332, 0.289, 0.270, 0.214, 0.267, 0.208, 0.403, 0.217, 0.292, 0.278, 0.101, 0.311, 0.090, 0.148, 0.248, 0.412, 0.385, -0.261, -0.056, 0.299, 0.321, 0.199, 0.235, 0.252, 0.400, 0.260, 0.276, -0.028, 0.252, 0.260, 0.270, 0.278, -1.480, 0.839, -0.650, -0.109, -0.912, 0.243, 0.405, 0.401, 0.211, 0.289, 0.299, 0.358, -1.418, 0.873, -0.613, -0.097, -0.917, 0.291, 0.382, 0.392, 0.168, 0.290, 0.307, 0.344, -0.768, 0.671, -0.675, -0.170, -0.801, -0.129, 0.393, 0.421, 0.234, 0.275, 0.272, 0.319, -1.137, 0.737, -0.655, -0.139, -0.778, 0.279, 0.311, 0.330, 0.211, 0.270, 0.262, 0.290]
}

***

2.
{
  "formula": "C4H5NO2",
  "method": "ωB97M-V/def2-TZVPD",
  "multiplicity": 1,
  "fmax_ev_per_a": 0.537,
  "homo_ev": [-9.6, -9.6],
  "lumo_ev": [-0.991, -0.989],
  "elements": ["O", "C", "C", "O", "N", "C", "C", "H", "H", "H", "H", "H"],
  "xyz": [[2.38586, 0.71201, 1.86550], [2.17239, 0.16226, 0.81758], [0.83215, 0.18291, 0.09704], [0.85674, 0.53659, -1.10133], [-0.21630, -0.16550, 0.81324], [-1.34885, -0.73612, 0.03482], [-1.41225, 0.42861, -0.79894], [2.95994, -0.36189, 0.24203], [-2.17345, -0.88631, 0.73290], [-1.10495, -1.66026, -0.49713], [-1.20453, 0.43067, -1.85863], [-1.74673, 1.35704, -0.34706]],
  "mulliken_charge": [-0.431, -0.077, 0.782, -0.610, -0.519, -0.264, -0.191, 0.295, 0.267, 0.232, 0.236, 0.280]
}